# 1
68
Properties=species:S:1:pos:R:3:forces:R:3 method="wB97M-V/def2-TZVPD" spin_multiplicity=2 e_above_lowest_kj_mol=35.7 total_charge=0 homo_lumo_gap_ev="4.4 / 6.4"
Ba 0.00285 1.26782 0.53095 1.5 1.7 -1.5
C -3.56352 1.13893 -2.43143 0.1 -0.1 0.1
C -2.48606 0.15395 -2.11494 0.2 -0.1 -0.1
C -1.82135 -0.72021 -2.99903 0.0 0.0 0.0
C -1.03115 -1.49895 -2.18827 0.0 0.1 -0.1
N -1.21228 -1.09271 -0.91077 0.0 -0.1 -0.3
N -2.09401 -0.07004 -0.86695 -0.7 0.1 -0.2
B -0.76939 -1.88957 0.34776 0.1 -0.4 0.2
N -1.47053 -1.32316 1.59867 -0.2 -0.2 0.1
C -2.11742 -2.03174 2.54016 -0.1 0.0 0.1
C -2.55234 -1.15675 3.51473 0.0 0.0 0.0
C -2.11510 0.10261 3.08385 0.0 -0.3 0.0
C -2.28151 1.44262 3.72878 0.1 -0.1 -0.1
N -1.46286 -0.02027 1.93310 -1.3 -0.7 1.5
N 0.75625 -1.79739 0.53080 0.0 -0.5 -0.2
C 1.72474 -2.62108 0.07957 0.2 0.1 0.1
C 2.90542 -2.25529 0.68285 0.0 0.0 -0.1
C 2.57401 -1.17019 1.51093 -0.1 -0.1 -0.1
C 3.45659 -0.42932 2.45587 0.0 0.1 0.0
N 1.27934 -0.89168 1.39554 0.4 -0.3 0.5
N -1.23519 -3.33560 0.15415 0.0 0.0 -0.2
C -2.43113 -3.70664 -0.36395 0.0 0.0 -0.1
C -2.52602 -5.07122 -0.26621 -0.1 0.0 0.0
C -1.31885 -5.46850 0.34793 -0.1 0.1 0.0
C -0.86917 -6.85200 0.69157 0.1 0.1 0.0
N -0.55826 -4.41631 0.60161 0.2 -0.1 0.2
H -3.33173 1.70100 -3.33608 0.0 0.0 0.0
H -3.70566 1.82187 -1.59564 -0.1 0.0 0.0
H -4.50503 0.61134 -2.59066 0.0 0.0 0.0
H -1.92503 -0.77877 -4.06982 0.0 0.0 0.0
H -0.38145 -2.32286 -2.43534 0.0 0.0 0.1
H -2.22871 -3.10111 2.46940 0.0 0.0 -0.1
H -3.10402 -1.40064 4.40674 0.0 0.0 0.0
H -2.92295 1.36650 4.60319 0.0 0.0 0.0
H -2.73042 2.15129 3.03056 0.0 0.0 0.1
H -1.31368 1.83687 4.04591 0.0 0.0 0.1
H 1.52212 -3.42354 -0.60516 -0.1 -0.1 0.0
H 3.87301 -2.70904 0.54824 0.0 0.0 0.0
H 4.47799 -0.80251 2.39272 0.0 0.0 0.0
H 3.09972 -0.55842 3.47855 0.0 0.0 0.0
H 3.44424 0.63860 2.22990 0.0 0.0 0.0
H -3.12341 -2.97797 -0.75720 0.0 0.0 0.0
H -3.34285 -5.69768 -0.58433 0.0 0.0 0.0
H -1.67402 -7.56507 0.52281 0.0 0.0 0.0
H -0.56149 -6.90587 1.73557 0.0 0.0 0.0
H -0.01433 -7.14207 0.07915 0.0 0.0 0.0
C 4.27843 2.14705 -0.61992 -0.3 -0.1 0.1
O 2.97095 1.79101 -0.17722 0.3 -0.2 -0.7
C 2.38282 2.33711 0.95862 -0.5 0.8 1.1
C 3.20034 3.33786 1.74285 0.3 -0.2 -0.6
H 4.35396 3.21915 -0.82177 0.0 0.0 0.0
H 4.44914 1.59064 -1.53971 0.0 0.0 0.0
H 5.03940 1.86156 0.10920 0.0 0.0 0.0
H 4.26616 3.08186 1.83079 0.0 0.1 0.1
H 2.79172 3.42007 2.74987 0.0 0.0 0.0
H 3.15859 4.34376 1.28962 0.1 0.1 0.1
N 3.52997 5.30560 -3.38395 0.0 0.0 0.0
C 2.45611 4.97785 -3.14151 0.4 0.1 -0.1
C 1.13295 4.55952 -2.82866 -1.0 -0.3 0.0
C 0.09848 4.61035 -3.76955 0.5 0.0 0.3
C -1.16226 4.21881 -3.36973 -0.3 0.0 -0.1
C -1.35588 3.76355 -2.07560 0.3 0.0 0.1
N -0.36272 3.64487 -1.18664 -0.4 0.3 -0.3
C 0.84034 4.06288 -1.55858 0.6 0.1 0.2
H 0.30455 4.95771 -4.77271 -0.1 0.0 0.0
H -1.99182 4.25962 -4.06264 0.0 0.0 0.0
H -2.33792 3.48086 -1.72487 0.0 -0.1 -0.1
H 1.62133 3.99908 -0.80366 0.0 -0.2 0.0

***

# 2
12
Properties=species:S:1:pos:R:3:forces:R:3 method="wB97M-V/def2-TZVPD" smiles=[O-]CCCS e_above_lowest_kj_mol=221.9 total_charge=-1 homo_lumo_gap_ev=6.0
C 1.12529 -0.67438 -0.58298 1.2 1.7 1.8
O 0.77610 -1.02450 -1.77881 0.0 0.0 -1.0
C 0.41844 0.68714 -0.03634 -0.6 -3.1 1.8
C -1.11662 0.36938 -0.10593 -0.2 2.4 -1.0
S -2.08547 -0.22273 1.35567 2.0 -0.1 0.1
H 0.92351 -1.46286 0.20002 0.0 0.1 0.2
H 2.24795 -0.33931 -0.34067 -0.7 -0.8 -0.7
H 0.90384 1.55978 -0.48405 -1.0 0.0 -0.5
H 0.55804 0.78389 1.06075 0.6 0.0 -0.3
H -1.52591 1.38190 -0.24353 -0.7 -0.6 -0.7
H -1.31687 -0.35576 -0.89512 0.1 0.5 -0.3
H -0.90830 -0.70254 1.85099 -0.8 -0.2 0.3

***

# 3
14
Properties=species:S:1:pos:R:3:forces:R:3 method="wB97M-V/def2-TZVPD" smiles="O=C[C@H]1[C@H]2CCN21" e_above_lowest_kj_mol=263.6 total_charge=0 homo_lumo_gap_ev=10.3
O 1.42523 0.66140 1.52285 -0.1 0.3 -0.4
C 1.30319 1.28345 0.49127 0.0 -0.2 0.3
C 0.52673 0.85131 -0.70667 0.2 0.1 0.0
C 0.07420 -0.52483 -1.01451 0.1 -0.2 -0.3
C -0.30538 -1.38052 0.18433 0.1 -0.1 0.0
C -1.21592 -0.20658 0.58970 -0.1 0.0 0.2
N -0.92184 0.53511 -0.68366 -0.2 0.1 0.0
H 1.78318 2.27921 0.37932 0.0 -0.1 0.0
H 0.74647 1.45564 -1.58609 0.0 -0.1 0.2
H 0.19807 -0.89740 -2.02926 -0.1 0.1 0.1
H 0.48394 -1.68897 0.87065 -0.1 0.1 -0.1
H -0.88279 -2.25132 -0.13738 0.1 0.1 0.1
H -0.93372 0.32570 1.50041 -0.1 0.0 -0.1
H -2.28138 -0.44219 0.61905 0.2 0.0 0.0

***

# 4
13
Properties=species:S:1:pos:R:3:forces:R:3 method="wB97M-V/def2-TZVPD" e_above_lowest_kj_mol=135.8 total_charge=+1 homo_lumo_gap_ev=7.9
C 0.29892 1.94672 -0.88245 -0.3 -0.2 0.2
N -0.45566 1.88774 0.13813 -0.2 -0.4 0.0
H -0.07681 2.47633 -1.74069 0.2 0.3 -0.3
H 1.24273 1.41440 -0.88149 0.0 0.1 0.0
H -0.24546 1.28229 0.93068 0.2 0.1 0.0
H -1.38308 2.30344 0.13705 0.1 0.1 0.0
C 1.20288 -1.09138 -0.13099 0.2 0.2 -1.2
C -0.08058 -1.39537 -0.14599 -0.6 -0.8 0.6
O -0.80898 -1.43106 1.00571 0.1 0.5 0.7
H 1.67819 -1.02333 -1.10441 0.2 -0.1 0.1
H 1.81486 -0.95926 0.73639 0.0 0.0 0.5
H -0.65181 -1.63739 -1.03540 0.2 0.1 -0.2
H -1.36919 -2.20354 1.15292 0.1 0.0 -0.5

***

# 5
5
Properties=species:S:1:pos:R:3:forces:R:3 method="wB97M-V/def2-TZVPD" spin_multiplicity=3 e_above_lowest_kj_mol=286.6 total_charge=0 homo_lumo_gap_ev="9.0 / 7.6"
C 0.02623 -1.25268 -1.58487 0.4 -0.3 0.4
N -0.00415 0.33760 1.16238 0.4 0.0 -0.7
P 0.11987 -0.02835 -0.35963 -1.7 2.0 -0.7
H -0.56881 1.10914 -1.15291 1.1 -1.4 1.4
H 0.42686 -0.16571 1.93502 -0.1 -0.3 -0.4

***

# 6
19
Properties=species:S:1:pos:R:3:forces:R:3 method="wB97M-V/def2-TZVPD" smiles="C=C(C)CCOC" e_above_lowest_kj_mol=140.2 total_charge=0 homo_lumo_gap_ev=10.2
C 0.26942 1.96832 -1.90321 0.0 0.3 -0.2
O 0.40713 0.75335 -1.21832 0.0 0.0 0.0
C -1.73308 -1.12146 0.03843 0.1 0.0 0.1
C -0.59075 -1.02008 0.71307 -0.1 0.0 -0.1
C 0.27881 -2.21015 1.01662 0.0 -0.1 0.0
C 0.95619 0.84567 0.07715 0.2 0.0 0.2
C -0.05168 0.33175 1.11473 -0.1 0.0 0.0
H -0.29545 2.71334 -1.32054 0.1 -0.1 -0.1
H -0.28666 1.75331 -2.81859 0.1 0.1 0.1
H 1.24384 2.40222 -2.17692 -0.1 -0.1 0.1
H -2.32180 -0.23943 -0.20453 0.1 -0.1 0.1
H -2.10077 -2.07549 -0.33299 0.1 0.1 0.1
H -0.13026 -3.12524 0.57818 0.0 0.1 0.1
H 0.38063 -2.35916 2.09912 0.0 0.0 -0.1
H 1.29179 -2.06943 0.61693 -0.1 0.0 0.1
H 1.23890 1.88120 0.31551 0.0 -0.1 0.0
H 1.87300 0.23837 0.10855 -0.1 0.1 0.0
H -0.87469 1.05119 1.20165 0.1 -0.1 -0.1
H 0.44545 0.28172 2.09516 -0.1 0.0 -0.2

***

Going through the records in order, we get max |F| values of 2.76, 3.63, 0.51, 1.26, 2.73, 0.32 eV Å⁻¹.